# 1
Molecular formula: C29H85Cl2HfN13O8P4
Method: DFT, ωB97M-V/def2-TZVPD

Geometry as XYZ:
```
142
Properties=species:S:1:pos:R:3:forces:R:3
Hf -0.0307 0.2235 0.0147 1.036 -0.417 -0.239
Cl -2.0871 -1.6525 -0.0046 1.168 1.261 0.250
Cl 0.7500 2.9194 -0.1953 -0.538 -1.480 0.347
C 2.3083 0.7748 -3.9814 -0.652 -0.131 2.258
C 1.0489 -0.0807 -3.6261 -0.247 2.562 0.550
C 1.1342 -1.3570 -4.3630 -0.706 -1.365 -0.865
O 0.6994 -0.0386 -2.2605 -0.295 -0.625 2.300
H 2.4619 1.4107 -3.1095 -0.384 0.694 -0.070
H 2.0816 1.3814 -4.8582 0.778 -0.309 -0.204
H 3.2209 0.1881 -3.8768 0.142 -0.235 -1.192
H 0.2356 0.4527 -4.1182 -0.374 0.271 -0.401
H 0.1353 -1.7732 -4.4935 -0.067 -0.756 0.832
H 1.8972 -2.0580 -4.0246 -0.305 -0.159 0.198
H 1.3132 -1.1849 -5.4243 0.664 0.549 -0.091
C 0.6666 -0.4351 3.5946 0.322 0.054 -0.756
O 0.3613 -0.1694 2.2880 -0.924 0.480 -3.869
H 1.2357 -1.3624 3.6602 0.412 -0.275 0.326
H 1.2691 0.3952 3.9630 0.220 -0.049 0.663
H -0.1970 -0.5706 4.2457 -0.472 0.171 0.176
O -1.7872 1.3114 -1.2696 -0.169 0.599 -1.183
P -2.7200 1.6486 -2.4201 -1.528 0.521 0.089
N -3.7209 2.9908 -2.0759 -0.010 -0.196 2.206
C -4.8392 3.3916 -2.8640 0.134 -1.031 -1.718
C -3.2943 4.1075 -1.2159 1.132 -1.271 0.662
N -3.8081 0.3737 -2.7792 0.036 2.781 0.935
C -5.0842 0.1155 -2.0534 0.131 -0.044 -0.927
C -3.1375 -0.7690 -3.2796 0.661 -1.486 -0.474
N -2.0391 2.1863 -3.8777 0.588 -1.635 1.047
C -0.9070 3.1110 -3.7598 0.093 -1.169 -0.821
C -2.6733 2.1566 -5.1965 0.712 1.027 1.090
H -4.4985 4.1467 -3.5725 -0.393 0.346 -0.263
H -5.7287 3.7419 -2.3404 0.252 0.125 0.545
H -5.1682 2.5249 -3.4373 -0.137 0.088 -0.289
H -3.0086 3.6987 -0.2467 -0.207 0.082 0.225
H -4.0862 4.8441 -1.0799 0.018 -0.164 -0.167
H -2.3681 4.5694 -1.5579 -0.091 0.388 -0.377
H -5.7307 -0.4344 -2.7373 0.002 -0.060 -0.293
H -5.0151 -0.5370 -1.1830 0.596 0.211 0.236
H -5.6497 1.0168 -1.8169 0.480 0.109 0.115
H -3.2775 -1.6123 -2.6033 0.040 -0.141 -0.036
H -3.4527 -1.0422 -4.2866 -0.318 -0.089 -0.151
H -2.0598 -0.6202 -3.3467 0.155 0.119 0.152
H -0.3945 2.9452 -2.8123 -0.196 0.657 0.219
H -0.1678 2.8412 -4.5141 0.217 -0.269 -0.170
H -1.1999 4.1140 -4.0704 -0.144 0.404 0.761
H -1.9526 1.8851 -5.9678 -0.108 -1.046 0.009
H -2.7839 3.2124 -5.4437 -0.978 0.260 -0.178
H -3.6128 1.6083 -5.1258 0.218 0.023 -0.546
O -1.7621 1.3507 1.5037 0.786 -2.116 -1.978
P -2.5992 1.9724 2.5067 -1.815 3.045 1.395
N -4.2028 2.3220 1.9939 0.801 0.801 -0.519
C -5.1469 3.0870 2.7804 0.112 -0.046 1.363
C -4.7128 1.5344 0.9117 0.869 -0.118 -1.132
N -1.9548 3.4543 2.9189 -0.551 -0.095 0.331
C -2.2479 4.7186 2.2422 -0.717 -1.067 -0.078
C -0.7454 3.5420 3.7351 -0.745 -0.963 0.683
N -2.8470 1.1830 3.9425 1.172 -1.841 -0.818
C -3.1233 -0.2870 3.8521 0.374 0.768 -0.723
C -3.3366 1.8811 5.0919 -0.483 -0.268 0.007
H -4.6267 3.9032 3.2819 0.078 -0.250 0.382
H -5.6725 2.4648 3.5048 0.261 -0.205 0.597
H -6.0135 3.6125 2.3791 0.319 -0.204 -1.636
H -5.5078 2.0658 0.3885 -0.304 -0.215 0.224
H -4.9336 0.4967 1.1617 -0.634 -0.034 0.185
H -3.9061 1.4565 0.1827 -0.023 -0.153 -0.151
H -1.6153 4.6961 1.3549 0.013 1.041 -0.078
H -3.3041 4.7749 1.9788 0.082 -0.302 -0.485
H -2.1676 5.5585 2.9324 0.815 0.042 -0.069
H -1.1448 3.8788 4.6918 0.884 0.660 0.360
H -0.3112 2.5653 3.9486 -0.116 -0.255 -0.276
H 0.0622 4.1336 3.3041 -0.348 0.304 -0.066
H -3.1183 -0.8093 4.8089 0.181 0.456 0.194
H -4.0744 -0.4971 3.3628 -0.366 0.131 0.111
H -2.3796 -0.7373 3.1947 0.178 0.042 0.060
H -2.6192 1.7622 5.9038 -0.139 0.393 0.286
H -4.2879 1.4230 5.3626 -0.146 0.111 0.395
H -3.5494 2.9132 4.8133 0.341 0.000 0.531
O 1.0788 -2.0712 -0.2687 0.726 0.600 0.496
P 1.5723 -3.4146 -0.6490 -0.526 -2.670 -0.346
N 2.6667 -3.5299 -1.9300 -2.341 -1.728 0.882
C 3.5917 -2.4841 -2.1134 2.452 0.079 -0.368
C 2.6967 -4.7597 -2.8125 -0.917 1.157 0.018
N 0.2448 -4.3498 -1.1871 -0.217 -0.662 0.337
C -0.3626 -5.4788 -0.4348 1.867 0.827 0.902
C -0.6599 -3.8803 -2.2403 0.893 1.432 -0.458
N 2.3962 -4.2855 0.6570 -0.607 1.055 -1.338
C 1.8527 -4.1294 1.9635 -0.976 1.955 0.758
C 3.2306 -5.4761 0.5294 -0.315 0.040 -1.736
H 3.2797 -1.4538 -2.2846 -0.809 -0.237 0.133
H 4.2294 -2.7796 -2.9465 -0.010 0.221 -0.368
H 4.3041 -2.4848 -1.2884 0.155 0.361 0.438
H 2.3119 -4.4034 -3.7680 0.347 -0.311 -0.377
H 2.0014 -5.5432 -2.5112 -0.212 0.465 0.508
H 3.6313 -5.3068 -2.9364 0.525 0.728 0.250
H -0.1937 -5.2690 0.6214 -0.192 -0.350 0.156
H -1.4397 -5.6039 -0.5453 0.250 0.193 -0.421
H 0.2191 -6.3687 -0.6753 -0.506 -0.494 -0.005
H -1.4955 -4.5664 -2.3787 0.119 0.215 0.163
H -0.9676 -2.8562 -2.0294 -0.658 -0.140 0.336
H -0.1689 -3.7177 -3.1997 0.376 -0.634 -0.236
H 2.5911 -4.3018 2.7465 -0.122 -0.370 -0.029
H 1.5563 -3.0852 2.0629 0.279 0.435 0.116
H 0.8731 -4.5628 2.1650 0.178 -1.129 0.120
H 2.6082 -6.3115 0.2088 0.066 -0.558 0.503
H 3.8266 -5.6989 1.4144 -0.474 0.162 0.225
H 3.9567 -5.3862 -0.2786 0.051 0.396 -0.125
O 2.5248 0.3213 0.2999 -3.341 -0.341 -0.290
P 3.8565 0.7910 0.6080 2.813 2.259 0.487
N 3.9860 2.0215 1.8240 0.261 -1.286 -1.161
C 5.3977 2.4206 2.1523 -1.580 0.679 -0.454
C 2.9211 2.3112 2.8286 0.945 0.414 -1.366
N 4.7424 1.4973 -0.7459 -0.109 -2.208 0.603
C 4.4532 2.9042 -1.0431 0.958 0.029 0.049
C 5.3822 0.7033 -1.8930 0.355 0.544 0.857
N 4.7253 -0.4636 1.2629 1.265 0.441 -2.505
C 6.0958 -0.7555 0.9102 0.055 -1.099 0.834
C 4.1968 -1.3010 2.2844 -1.334 0.521 0.588
H 6.1410 2.0047 1.4721 -0.274 -0.548 0.280
H 5.6168 2.2643 3.2086 0.156 -0.291 -0.043
H 5.4875 3.4862 1.9415 -0.020 0.340 0.304
H 3.2740 2.0426 3.8243 -0.171 -0.151 0.098
H 1.9847 1.8295 2.5472 0.179 -0.279 0.017
H 2.7281 3.3826 2.7751 -0.064 0.171 0.311
H 4.0050 3.3781 -0.1699 -0.452 -0.154 -0.352
H 5.3868 3.4446 -1.2000 0.418 -0.023 0.034
H 3.9119 3.0601 -1.9763 -0.597 -0.247 0.238
H 6.4718 0.6736 -1.8973 0.485 0.953 0.728
H 5.2865 -0.3819 -1.9283 -1.353 0.083 0.339
H 5.1769 1.1467 -2.8674 -0.719 -0.048 0.167
H 6.1182 -1.5369 0.1505 0.344 0.251 -0.605
H 6.7655 0.0838 0.7231 -0.349 0.004 -0.318
H 6.4755 -1.2868 1.7830 0.519 0.177 0.175
H 4.5978 -0.8822 3.2074 -0.252 -0.597 0.637
H 4.3517 -2.3769 2.2045 0.680 0.019 -0.375
H 3.1092 -1.2344 2.2535 -0.127 0.320 0.313
C -2.1174 -3.6689 3.9848 0.249 -0.877 -0.939
N -2.8402 -4.6903 3.0540 -2.271 -2.824 -1.579
O -3.7493 -4.3484 2.2486 2.842 0.328 2.453
O -2.6174 -5.9442 3.2048 0.381 3.971 0.212
H -1.6317 -2.8442 3.4631 -0.743 -0.028 -0.712
H -1.2615 -4.1980 4.4039 -0.621 -0.332 0.451
H -2.8742 -3.3047 4.6795 0.230 -0.253 -0.010
```
Positions in Å, forces in eV/Å.

- orbital gap (eV) = 7.8
- lowest unoccupied orbital energy (eV) = 0.19

Atom charges from the Mulliken analysis, given in e for atoms 1 to 2: Hf -0.31; Cl -0.75

# 2
Molecular formula: C21H32IN3S2SiTeV
Method: DFT, ωB97M-V/def2-TZVPD

Geometry as XYZ:
```
62
Properties=species:S:1:pos:R:3:forces:R:3
V 1.2909 -0.7770 -0.2044 -0.646 -0.907 0.789
C 0.0824 2.8975 2.0083 -0.030 -0.101 -0.052
C 1.4529 2.2754 2.0823 -0.133 0.137 -0.077
C 2.4356 2.5937 1.1517 0.100 0.055 0.050
C 3.7066 2.0272 1.2215 -0.041 0.024 0.066
C 4.7611 2.3540 0.1975 -0.047 -0.069 0.006
C 3.9728 1.1202 2.2403 0.059 0.151 0.058
C 3.0074 0.7825 3.1818 0.078 -0.049 0.094
C 3.2972 -0.2483 4.2364 -0.041 0.009 -0.045
C 1.7538 1.3687 3.0900 -0.024 0.003 0.088
H -0.6341 2.2051 1.5565 0.023 0.018 0.007
H 0.0902 3.8008 1.3966 -0.008 -0.007 0.000
H -0.2839 3.1530 3.0056 0.007 0.007 -0.008
H 2.2094 3.3126 0.3695 0.001 -0.042 -0.029
H 4.7328 1.6249 -0.6168 -0.002 0.026 0.025
H 5.7589 2.3181 0.6388 -0.007 0.025 -0.003
H 4.6007 3.3441 -0.2346 0.008 -0.004 0.007
H 4.9468 0.6470 2.3008 -0.005 0.007 -0.047
H 2.9760 -1.2351 3.8923 0.021 0.015 0.009
H 2.7729 -0.0214 5.1686 0.015 -0.004 -0.023
H 4.3666 -0.3257 4.4371 -0.026 0.002 0.007
H 0.9916 1.1150 3.8217 0.000 -0.027 -0.037
C -5.0164 -0.9741 -1.3499 -0.078 -0.023 -0.157
Si -4.0847 -0.4715 0.2092 -0.281 0.020 -0.040
C -5.2158 0.7860 1.0483 -0.074 0.148 0.041
C -4.0593 -1.9673 1.3243 0.165 -0.149 0.138
C -2.5135 0.3597 -0.2751 0.237 0.075 -0.005
C -2.6319 1.6212 -0.9685 -0.048 -0.088 0.050
C -1.4874 2.2758 -1.4212 -0.050 -0.088 -0.020
C -0.2517 1.7116 -1.2210 -0.065 -0.437 0.116
N -0.1102 0.4890 -0.5727 -0.812 0.981 -0.081
C -1.2427 -0.1549 -0.0916 -0.083 0.417 -0.078
S -0.7800 -1.6355 0.7359 -0.134 0.072 0.051
H -6.0070 -1.3754 -1.1051 0.060 0.013 -0.026
H -4.4645 -1.7347 -1.9105 -0.018 0.037 0.034
H -5.1517 -0.1090 -2.0076 0.013 -0.061 0.017
H -6.2085 0.3520 1.2154 0.055 0.027 0.009
H -5.3392 1.6798 0.4284 -0.002 -0.046 0.063
H -4.8137 1.1052 2.0148 -0.008 -0.023 -0.054
H -5.0910 -2.2683 1.5432 0.031 0.040 -0.022
H -3.5440 -1.7563 2.2644 -0.029 -0.029 -0.048
H -3.5343 -2.8017 0.8559 -0.030 0.035 0.037
H -3.6096 2.0606 -1.1374 0.030 -0.003 -0.001
H -1.5577 3.2267 -1.9368 -0.007 0.023 -0.001
H 0.6650 2.1798 -1.5523 0.082 0.000 0.023
S 3.1235 -0.3716 -1.5555 0.703 0.232 -0.664
C 1.6964 -1.3521 -2.1103 -0.187 -0.098 -0.794
N 1.0075 -0.6855 -3.2189 0.264 -0.181 -0.067
C -0.2912 -1.2782 -3.5683 -0.021 0.083 0.119
C -0.4125 -2.6788 -2.9900 0.012 -0.073 -0.008
C 0.9101 -3.4079 -3.1936 -0.027 0.115 0.083
N 2.0181 -2.7048 -2.5427 -0.036 0.169 -0.100
H 0.8955 0.2911 -2.9880 -0.039 0.017 0.050
H -0.3611 -1.3425 -4.6612 -0.012 0.031 -0.057
H -1.1252 -0.6547 -3.2227 0.004 0.021 0.066
H -1.2293 -3.2145 -3.4843 0.003 -0.001 0.006
H -0.6332 -2.6255 -1.9232 -0.042 -0.005 0.035
H 1.0965 -3.4917 -4.2732 0.046 -0.013 -0.038
H 0.8481 -4.4244 -2.7976 0.027 -0.040 0.006
H 2.3817 -3.2217 -1.7551 -0.066 0.003 0.077
Te 3.5285 -1.9582 0.4688 1.155 -0.148 -0.048
I 4.3078 -3.8099 2.7841 -0.041 -0.323 0.400
```
Positions in Å, forces in eV/Å.

- total charge = -2
- ΔE to the lowest compared entry with this formula, charge and spin (kcal per mole) = 26.1
- orbital gap (spin up / spin down) (eV) = 4.5 / 5.7
- lowest unoccupied orbital energy (spin up / spin down) (eV) = 4.53 / 4.53
- spin multiplicity = 4

Atom charges from the Mulliken analysis, given in e for atoms 1 to 2: V 0.16; C -1.48

# 3
Molecular formula: C22H25B3F4IrN6O9S
Method: DFT, ωB97M-V/def2-TZVPD

Geometry as XYZ:
```
71
Properties=species:S:1:pos:R:3:forces:R:3
Ir -0.5380 0.5951 -0.4723 -0.758 -0.040 -0.640
C -3.6712 2.9730 1.0496 -0.061 -0.032 0.054
C -2.7336 1.9047 0.6322 -0.105 0.034 -0.076
N -1.6334 2.1542 -0.0390 -0.144 0.040 0.188
O -1.2238 3.3815 -0.2549 0.123 0.150 -0.128
B -0.3022 3.6183 -1.4988 -0.050 -0.008 -0.056
F 0.0647 4.9010 -1.4352 0.015 -0.099 0.042
F -1.0564 3.2371 -2.5945 0.014 -0.099 0.003
O 1.0085 2.7951 -1.5372 -0.092 0.121 0.016
N 0.9286 1.4829 -1.4246 0.237 0.189 -0.025
C 1.8334 0.7002 -1.9297 0.149 -0.036 -0.156
C 2.9417 1.1916 -2.7890 0.050 -0.098 0.046
C 1.6373 -0.7321 -1.5894 0.199 -0.045 -0.170
N 0.5952 -0.9605 -0.8564 0.099 -0.062 0.092
O 0.3012 -2.1864 -0.3709 0.034 -0.011 0.265
B -1.2385 -2.5240 -0.2550 -0.040 0.013 -0.085
F -1.7568 -2.4595 -1.5213 0.050 0.086 0.105
F -1.2563 -3.7501 0.3192 -0.073 0.006 -0.060
O -2.0229 -1.6067 0.6889 0.150 -0.314 0.034
N -1.9906 -0.3006 0.4746 -0.188 0.164 0.039
C -2.9499 0.4801 0.9099 -0.063 -0.022 0.032
C -4.1467 -0.0250 1.6210 -0.035 0.065 0.023
C 2.5607 -1.7938 -2.0558 0.092 0.016 -0.003
H -3.2051 3.9473 0.9425 0.013 0.019 0.019
H -3.9934 2.8252 2.0804 0.010 0.003 -0.002
H -4.5642 2.9474 0.4181 0.008 -0.024 0.012
H 3.0347 2.2695 -2.7018 0.010 0.014 0.025
H 2.7299 0.9488 -3.8343 0.004 -0.015 0.021
H 3.8864 0.7176 -2.5229 -0.010 0.018 0.000
H -4.1179 -1.1062 1.7005 -0.004 -0.017 0.004
H -5.0513 0.2769 1.0885 0.015 0.014 0.013
H -4.1978 0.4105 2.6216 0.008 -0.010 -0.012
H 3.5593 -1.6350 -1.6419 -0.013 0.007 -0.016
H 2.6519 -1.7548 -3.1427 0.012 0.020 0.004
H 2.1976 -2.7730 -1.7606 -0.013 -0.014 -0.008
O 5.5449 -7.5041 2.1725 -0.019 0.011 -0.024
C 4.5585 -7.2409 1.3164 0.069 0.011 0.075
O 4.3885 -7.8686 0.3175 -0.002 -0.018 -0.055
C 3.6451 -6.0628 1.5980 -0.074 0.130 -0.081
C 4.1092 -4.8947 2.2296 0.031 0.006 0.099
C 3.2675 -3.8273 2.3782 0.111 -0.091 -0.283
C 1.9140 -3.9244 1.9026 -0.090 0.280 0.073
S 0.8870 -2.6559 2.0990 0.019 -0.006 0.007
C 1.4640 -5.1249 1.2571 -0.078 -0.143 0.189
C 2.3347 -6.1603 1.0927 0.100 -0.190 0.053
H 5.5185 -6.9831 2.9852 -0.059 -0.014 -0.008
H 5.1343 -4.8148 2.5697 -0.012 -0.072 0.013
H 3.6009 -2.9124 2.8514 -0.072 0.012 -0.045
H 0.4405 -5.1800 0.9054 0.055 0.070 0.029
H 2.0380 -7.0727 0.5939 0.042 0.001 -0.025
O -0.2684 0.7921 2.5362 0.036 -0.048 0.097
B 0.3164 1.1065 1.3238 0.055 -0.010 0.311
O 1.3813 1.9549 1.4645 0.184 0.026 -0.049
C 1.4598 2.2150 2.8306 0.089 0.033 -0.196
C 2.3370 3.0332 3.5002 0.135 0.074 -0.050
C 2.1718 3.1090 4.8798 0.106 0.067 -0.051
C 1.1808 2.3890 5.5366 -0.090 -0.071 0.065
C 0.3034 1.5606 4.8426 -0.091 -0.092 0.069
C 0.4728 1.5083 3.4798 -0.186 -0.182 -0.043
H 3.1086 3.5857 2.9810 -0.042 0.003 0.018
H 2.8297 3.7454 5.4556 0.005 -0.005 -0.017
H 1.0887 2.4789 6.6103 -0.018 -0.019 -0.014
H -0.4697 0.9897 5.3403 0.017 0.053 0.006
N -1.9668 1.1732 -4.3949 0.045 0.064 0.142
C -1.9924 0.1340 -3.5539 -0.010 -0.132 -0.131
N -2.4195 -1.0530 -4.0091 -0.010 -0.024 0.076
O -1.6155 0.2385 -2.3580 0.082 0.180 0.112
H -2.3267 1.1146 -5.3309 0.000 -0.040 -0.004
H -1.6966 2.0721 -4.0298 0.021 0.080 0.049
H -2.8352 -1.1648 -4.9164 0.021 0.024 -0.031
H -2.4524 -1.8193 -3.3577 -0.005 -0.006 0.025
```
Positions in Å, forces in eV/Å.

- total charge = +2
- ΔE to the lowest compared entry with this formula, charge and spin (kcal per mole) = 53.1
- orbital gap (spin up / spin down) (eV) = 4.4 / 4.3
- lowest unoccupied orbital energy (spin up / spin down) (eV) = -9.20 / -9.30
- spin multiplicity = 2

Atom charges from the Mulliken analysis, given in e for atoms 1 to 2: Ir -0.35; C -1.87

# 4
Molecular formula: C3HCoFO2
Method: DFT, ωB97M-V/def2-TZVPD

Geometry as XYZ:
```
8
Properties=species:S:1:pos:R:3:forces:R:3
H -1.4037 -0.1371 1.2065 0.387 1.932 -0.017
O 0.5208 -1.2064 -0.0782 -0.594 -1.420 0.842
O 0.2911 0.9253 0.0155 -0.325 -0.177 -0.065
C -0.8050 -1.0933 0.0439 3.090 0.928 -2.026
C -1.0284 0.3416 0.0733 -2.890 -0.818 -1.272
C 1.1479 0.0031 -0.1538 -1.857 -0.419 0.689
F -1.8719 0.9259 -0.7349 0.741 -0.199 2.063
Co 3.1491 0.2410 -0.3723 1.448 0.173 -0.214
```
Positions in Å, forces in eV/Å.

- total charge = +3
- ΔE to the lowest compared entry with this formula, charge and spin (kcal per mole) = 76.1
- orbital gap (spin up / spin down) (eV) = 10.4 / 8.8
- lowest unoccupied orbital energy (spin up / spin down) (eV) = -17.62 / -19.18
- spin multiplicity = 5

Atom charges from the Mulliken analysis, given in e for atoms 1 to 2: H 0.34; O -0.07